(1)
{
  "formula": "C32H37BrLuN6O2S4",
  "method": "ωB97M-V with the def2-TZVPD basis set",
  "elements": ["Lu", "C", "S", "C", "S", "N", "N", "C", "C", "C", "C", "C", "C", "N", "H", "H", "H", "H", "H", "H", "H", "H", "C", "C", "C", "C", "C", "C", "C", "Br", "C", "O", "C", "C", "C", "C", "C", "C", "H", "H", "H", "H", "H", "H", "H", "H", "H", "H", "H", "H", "H", "H", "H", "H", "H", "H", "H", "H", "O", "N", "C", "C", "C", "C", "C", "S", "H", "H", "H", "H", "C", "C", "C", "C", "N", "C", "S", "N", "H", "H", "H", "H", "H"],
  "xyz": [[0.0014, 2.0660, 0.2769], [1.1453, 6.5860, -1.6754], [2.1841, 6.5812, -0.1933], [1.7384, 4.9259, 0.3638], [2.2667, 3.5629, -0.5688], [1.0485, 4.9205, 1.4560], [0.6017, 3.6749, 1.8343], [0.2176, 3.5608, 3.0916], [-0.3493, 2.3515, 3.5320], [-0.6556, 2.1069, 4.8987], [-1.1307, 0.8871, 5.2879], [-1.3176, -0.1260, 4.3160], [-1.0325, 0.1852, 3.0047], [-0.5783, 1.3699, 2.5895], [1.2815, 7.5491, -2.1730], [0.1022, 6.4561, -1.3881], [1.4384, 5.7700, -2.3333], [0.3638, 4.3874, 3.7801], [-0.4845, 2.9032, 5.6150], [-1.3552, 0.6942, 6.3321], [-1.6901, -1.1070, 4.5748], [-1.1880, -0.5523, 2.2219], [5.5389, -4.0004, -1.0881], [4.4384, -4.0340, -0.0159], [3.6263, -5.3279, -0.1754], [5.1077, -4.0632, 1.3570], [3.5234, -2.8173, -0.1760], [3.4178, -1.8077, 0.7741], [2.5626, -0.7487, 0.5456], [2.4783, 0.6322, 1.8497], [1.7407, -0.5840, -0.5967], [0.9361, 0.4324, -0.6792], [1.8964, -1.5966, -1.5884], [2.7595, -2.6600, -1.3284], [1.1898, -1.6089, -2.9617], [0.2702, -0.4125, -3.2097], [0.3330, -2.8801, -3.0893], [2.2603, -1.5948, -4.0706], [6.1927, -4.8789, -1.0068], [6.1491, -3.0996, -0.9758], [5.1056, -3.9864, -2.0919], [4.2636, -6.2064, -0.0123], [3.1927, -5.4049, -1.1756], [2.8050, -5.3527, 0.5464], [5.7140, -4.9703, 1.4508], [4.3649, -4.0626, 2.1607], [5.7655, -3.2004, 1.4989], [3.9836, -1.8227, 1.6984], [2.8479, -3.4225, -2.0978], [-0.5327, -0.3528, -2.4776], [-0.1776, -0.5215, -4.2059], [0.8114, 0.5308, -3.1819], [-0.4439, -2.8822, -2.3184], [0.9214, -3.7976, -2.9889], [-0.1592, -2.8968, -4.0695], [2.8829, -0.6995, -3.9774], [1.7761, -1.5755, -5.0549], [2.9168, -2.4704, -4.0301], [-1.6107, 3.5571, 0.0789], [-2.5665, 3.4469, -0.8352], [-3.8397, 3.6197, -0.4339], [-4.8870, 3.5374, -1.3087], [-4.6055, 3.2631, -2.6518], [-3.3055, 3.0831, -3.0470], [-2.2253, 3.1650, -2.1352], [-0.5894, 2.9317, -2.5145], [-3.9450, 3.7918, 0.6261], [-5.8975, 3.6679, -0.9445], [-5.4128, 3.1679, -3.3702], [-3.0503, 2.8389, -4.0688], [-5.4538, -2.9960, 1.6501], [-4.8753, -1.6065, 1.6547], [-5.2224, -0.6886, 2.6394], [-4.6198, 0.5542, 2.5334], [-3.7623, 0.8754, 1.5784], [-3.4378, -0.0883, 0.6655], [-2.2295, 0.2410, -0.5176], [-4.0091, -1.3275, 0.6904], [-6.3998, -3.0363, 2.1934], [-4.7550, -3.6885, 2.1260], [-5.6020, -3.3298, 0.6242], [-5.9190, -0.9296, 3.4323], [-4.8457, 1.3405, 3.2537]],
  "multiplicity": 2,
  "charge": -2,
  "e_homo_ev": [-0.236, -1.879],
  "largest_force_ha_per_bohr": 0.0174,
  "s2": 0.774,
  "gap_ha": [0.158, 0.218]
}

=====

(2)
{
  "formula": "C32H37ClLaN5O6S6Sb",
  "method": "ωB97M-V with the def2-TZVPD basis set",
  "elements": ["La", "O", "Cl", "O", "O", "O", "S", "Sb", "S", "S", "C", "C", "C", "C", "C", "C", "C", "C", "N", "C", "C", "C", "C", "C", "C", "C", "C", "C", "C", "H", "H", "H", "H", "H", "H", "H", "H", "H", "H", "H", "H", "H", "H", "H", "H", "H", "H", "H", "H", "H", "H", "H", "H", "S", "C", "N", "C", "C", "C", "C", "H", "H", "H", "H", "H", "N", "C", "C", "C", "C", "C", "C", "S", "O", "O", "N", "C", "S", "C", "C", "N", "H", "H", "H", "H", "H", "H", "H", "H"],
  "xyz": [[0.1783, 0.3439, 0.5284], [-0.2345, 2.8645, 0.0161], [1.1291, 2.8730, -0.5591], [1.5010, 4.1751, -1.0070], [2.0108, 2.3485, 0.4728], [1.1050, 1.8957, -1.6526], [1.1799, -4.3858, 1.2945], [0.8334, -2.4157, 2.4962], [2.4648, -0.9013, 1.3613], [-1.3363, -1.6273, 1.6560], [-4.0235, -1.4071, -5.1442], [-3.4901, -0.8335, -3.8552], [-4.2694, -0.0009, -3.0515], [-3.8046, 0.5313, -1.8465], [-4.7077, 1.4175, -1.0398], [-2.5150, 0.2195, -1.4424], [-1.6663, -0.6005, -2.2451], [-2.2094, -1.1251, -3.4529], [-0.4072, -0.8145, -1.8066], [0.5803, -1.5696, -2.5949], [0.8696, -0.9041, -3.9633], [1.9505, -1.7012, -4.7043], [1.4936, -3.1591, -4.8664], [1.2959, -3.8075, -3.4881], [2.6068, -3.7480, -2.6962], [3.0179, -2.2826, -2.5341], [3.2590, -1.6565, -3.9081], [1.8976, -1.5393, -1.8113], [0.1999, -3.0660, -2.7121], [-5.0684, -1.1343, -5.2971], [-3.9563, -2.4966, -5.1450], [-3.4523, -1.0433, -6.0009], [-5.2821, 0.2366, -3.3640], [-5.7045, 1.4510, -1.4843], [-4.3192, 2.4350, -0.9816], [-4.7853, 1.0739, -0.0122], [-2.1602, 0.6251, -0.5017], [-1.6200, -1.7715, -4.0756], [1.2152, 0.1165, -3.7725], [-0.0171, -0.8259, -4.5900], [2.0991, -1.2501, -5.6903], [2.2461, -3.7185, -5.4335], [0.5576, -3.1991, -5.4398], [0.9855, -4.8489, -3.6120], [3.3914, -4.3047, -3.2244], [2.4661, -4.2024, -1.7109], [3.9201, -2.2101, -1.9226], [4.0417, -2.2083, -4.4424], [3.5980, -0.6217, -3.7948], [2.2115, -0.5056, -1.6335], [1.7512, -2.0187, -0.8439], [0.1205, -3.4660, -1.6950], [-0.7646, -3.2237, -3.1924], [4.9988, 1.6086, -1.4276], [5.1141, 2.0577, 0.1832], [4.9269, 1.1528, 1.1898], [5.0772, 1.4037, 2.5096], [5.4357, 2.6354, 2.9467], [5.5817, 3.6499, 1.9686], [5.4224, 3.3787, 0.6459], [4.5186, 0.2476, 0.9477], [4.8645, 0.5643, 3.1564], [5.5495, 2.8301, 4.0025], [5.8071, 4.6637, 2.2809], [5.5084, 4.1463, -0.1094], [-4.3587, -0.9722, 7.4675], [-4.0445, -0.1364, 6.3769], [-3.4195, 1.0906, 6.5796], [-3.1161, 1.9121, 5.5040], [-3.4411, 1.5139, 4.2141], [-4.0831, 0.2979, 4.0080], [-4.3879, -0.5173, 5.0822], [-2.9526, 2.4611, 2.8071], [-3.9308, 2.1949, 1.7804], [-2.7955, 3.8254, 3.2635], [-1.6072, 1.7677, 2.3660], [-0.4504, 2.0907, 3.0103], [-0.1051, 3.4982, 4.0277], [1.5043, 2.9112, 4.2502], [1.6891, 1.7773, 3.5495], [0.6012, 1.3243, 2.8490], [-3.7500, -0.8368, 8.2597], [-4.3945, -1.9481, 7.2157], [-3.1558, 1.3980, 7.5868], [-2.6232, 2.8630, 5.6629], [-4.3055, -0.0173, 2.9973], [-4.8719, -1.4740, 4.9144], [2.2180, 3.4334, 4.8681], [2.5924, 1.1919, 3.4816]],
  "multiplicity": 2,
  "charge": -2,
  "e_homo_ev": [-1.254, -1.250],
  "largest_force_ha_per_bohr": 0.0237,
  "s2": 0.795,
  "gap_ha": [0.189, 0.143]
}

=====

(3)
{
  "formula": "C32H37F10MgN2OSSb",
  "method": "ωB97M-V with the def2-TZVPD basis set",
  "elements": ["Mg", "F", "C", "C", "F", "C", "F", "C", "S", "C", "F", "C", "F", "C", "C", "O", "N", "C", "C", "C", "C", "C", "C", "N", "H", "H", "H", "H", "H", "H", "H", "H", "H", "H", "C", "C", "C", "C", "Sb", "C", "C", "C", "C", "C", "C", "C", "C", "H", "H", "H", "H", "H", "H", "H", "H", "H", "H", "H", "H", "H", "H", "H", "H", "H", "H", "H", "H", "H", "H", "H", "H", "H", "H", "H", "F", "C", "C", "C", "F", "C", "F", "C", "F", "C", "F"],
  "xyz": [[0.2875, 0.9681, 0.6024], [1.7877, -0.9281, 7.0717], [1.9789, -0.5796, 5.7957], [1.0428, -0.9032, 4.8308], [-0.0638, -1.5752, 5.1657], [1.2683, -0.5341, 3.5184], [0.3260, -0.9102, 2.6137], [2.3937, 0.1620, 3.0923], [2.6429, 0.6278, 1.4219], [3.3142, 0.4633, 4.0955], [4.4349, 1.1296, 3.7958], [3.1218, 0.1057, 5.4173], [4.0361, 0.4204, 6.3398], [3.2649, 2.4925, -2.2629], [2.0436, 2.6412, -1.4060], [1.4179, 1.6563, -1.0118], [1.6226, 3.8789, -1.1139], [0.4957, 4.1100, -0.2145], [-0.8401, 3.7210, -0.8089], [-1.6327, 4.6662, -1.4417], [-2.8606, 4.2849, -1.9579], [-3.2619, 2.9697, -1.8122], [-2.4127, 2.0932, -1.1566], [-1.2255, 2.4464, -0.6728], [3.7255, 1.5339, -2.0401], [3.9827, 3.2930, -2.0919], [2.9680, 2.5047, -3.3129], [2.1899, 4.6600, -1.3959], [0.4939, 5.1724, 0.0222], [0.6597, 3.5702, 0.7210], [-1.2932, 5.6908, -1.5161], [-3.4973, 5.0072, -2.4507], [-4.2161, 2.6245, -2.1833], [-2.7036, 1.0642, -0.9909], [2.8148, -1.8358, -1.6542], [1.7327, -2.7124, -1.0216], [1.7014, -4.0632, -1.7314], [2.0807, -2.9381, 0.4500], [-0.1200, -1.5258, -1.0665], [-0.4993, -1.2258, -3.2221], [0.1968, 0.0837, -3.6008], [-1.9923, -1.0452, -3.4886], [0.0132, -2.3497, -4.1155], [-1.7085, -2.8437, -0.2921], [-3.0688, -2.1815, -0.5127], [-1.7262, -4.2494, -0.8811], [-1.4947, -2.9245, 1.2208], [3.7832, -2.3357, -1.5420], [2.8881, -0.8649, -1.1606], [2.6489, -1.6902, -2.7230], [2.6568, -4.5640, -1.5380], [1.5991, -3.9742, -2.8099], [0.9145, -4.7216, -1.3684], [3.0595, -3.4273, 0.5034], [1.3649, -3.5927, 0.9482], [2.1535, -1.9988, 0.9981], [-0.2293, 0.9292, -3.0598], [0.0564, 0.2602, -4.6739], [1.2680, 0.0684, -3.4004], [-2.4698, -0.3546, -2.7938], [-2.5288, -1.9920, -3.4596], [-2.1184, -0.6340, -4.4966], [1.1016, -2.3706, -4.1560], [-0.3439, -2.1788, -5.1378], [-0.3384, -3.3340, -3.8044], [-3.3966, -2.2134, -1.5483], [-3.0832, -1.1454, -0.1681], [-3.8144, -2.7199, 0.0819], [-1.7550, -4.2536, -1.9726], [-2.6213, -4.7729, -0.5266], [-0.8661, -4.8341, -0.5557], [-1.5781, -1.9480, 1.6973], [-0.5320, -3.3525, 1.4970], [-2.2749, -3.5631, 1.6495], [0.9449, 3.3403, 3.1605], [-0.3043, 2.8131, 3.2193], [-0.7170, 1.8949, 2.2801], [-2.0123, 1.4690, 2.4478], [-2.5171, 0.5489, 1.5604], [-2.8731, 1.8821, 3.4462], [-4.1266, 1.4197, 3.5470], [-2.4023, 2.8047, 4.3660], [-3.1950, 3.2364, 5.3524], [-1.1063, 3.2777, 4.2526], [-0.6571, 4.1750, 5.1401]],
  "charge": 0,
  "e_homo_ev": -7.342,
  "largest_force_ha_per_bohr": 0.0095,
  "gap_ha": 0.268
}

=====

(4)
{
  "formula": "C32H37FNO3",
  "method": "ωB97M-V with the def2-TZVPD basis set",
  "elements": ["C", "C", "C", "C", "C", "C", "C", "C", "C", "C", "C", "F", "C", "C", "C", "C", "C", "C", "C", "C", "C", "C", "O", "H", "H", "H", "H", "H", "H", "H", "H", "H", "H", "H", "H", "H", "H", "H", "H", "H", "H", "H", "H", "H", "H", "H", "H", "H", "C", "C", "O", "C", "C", "N", "C", "C", "C", "C", "C", "C", "C", "O", "H", "H", "H", "H", "H", "H", "H", "H", "H", "H", "H", "H"],
  "xyz": [[0.2410, -2.7319, 4.1440], [0.6379, -2.7171, 2.6621], [2.1028, -2.2930, 2.5663], [0.5005, -4.1356, 2.0964], [-0.2951, -1.7562, 1.8894], [0.1670, -0.6663, 1.2124], [-0.6896, 0.2724, 0.5506], [-0.1254, 1.4154, -0.0414], [-0.8534, 2.3280, -0.8610], [-1.8327, 1.8676, -1.7862], [-2.6412, 2.7937, -2.4267], [-3.6603, 2.3355, -3.2303], [-2.4877, 4.1683, -2.2709], [-1.4710, 4.6232, -1.4194], [-0.6551, 3.7307, -0.7396], [-2.1001, 0.0235, 0.6027], [-2.6440, -1.0662, 1.2180], [-4.1699, -1.3151, 1.2514], [-4.4952, -2.6748, 0.6239], [-4.9460, -0.2368, 0.4926], [-4.6590, -1.3223, 2.7041], [-1.7466, -2.0205, 1.8937], [-2.2099, -3.0349, 2.4721], [-0.7863, -3.0908, 4.2435], [0.9107, -3.3907, 4.7091], [0.3034, -1.7187, 4.5567], [2.4600, -2.3077, 1.5294], [2.2552, -1.2920, 2.9882], [2.7267, -2.9920, 3.1377], [0.7547, -4.1396, 1.0301], [1.1701, -4.8222, 2.6284], [-0.5333, -4.4706, 2.2144], [1.2385, -0.4684, 1.1570], [0.8812, 1.6823, 0.2665], [-1.9438, 0.8009, -1.9794], [-3.1331, 4.8559, -2.8052], [-1.3072, 5.6930, -1.2906], [0.1244, 4.0770, -0.0552], [-2.7651, 0.7476, 0.1359], [-3.9850, -3.4630, 1.1829], [-5.5776, -2.8486, 0.6540], [-4.1556, -2.6976, -0.4171], [-4.8026, 0.7511, 0.9465], [-4.6529, -0.1960, -0.5635], [-6.0190, -0.4643, 0.5309], [-4.4343, -0.3614, 3.1797], [-5.7417, -1.4934, 2.7307], [-4.1528, -2.1185, 3.2555], [3.2886, 5.9084, 1.0915], [2.9767, 5.1816, -0.1917], [3.0890, 3.7637, 0.0816], [2.7711, 2.9822, -0.9775], [2.8824, 1.5471, -0.6465], [3.0438, 0.6947, -1.6028], [3.1458, -0.6004, -1.5261], [3.1109, -1.4464, -2.6927], [2.8526, -2.8376, -2.5892], [2.7679, -3.6164, -3.7382], [2.9909, -3.0377, -4.9980], [3.2926, -1.6687, -5.1057], [3.3301, -0.8719, -3.9620], [2.4250, 3.4149, -2.0636], [2.9148, 6.9314, 1.0285], [2.8328, 5.4207, 1.9575], [4.3720, 5.9532, 1.2377], [1.9592, 5.4063, -0.5415], [3.6934, 5.4429, -0.9831], [2.9637, 1.2877, 0.4212], [3.2514, -1.0855, -0.5405], [2.7164, -3.2630, -1.5917], [2.5366, -4.6816, -3.6536], [2.9445, -3.6588, -5.8937], [3.5022, -1.2229, -6.0785], [3.5445, 0.1963, -4.0119]],
  "charge": -1,
  "e_homo_ev": -2.850,
  "largest_force_ha_per_bohr": 0.0537,
  "gap_ha": 0.150
}